one | {"formula": "CH4NOS", "method": "ωB97M-V with the def2-TZVPD basis set", "elements": ["S", "H", "C", "N", "O", "H", "H", "H"], "positions_angstrom": [[-2.513, -0.942, 0.584], [-2.675, -2.272, 0.497], [1.117, 1.088, -0.387], [0.652, -0.107, -0.024], [2.215, 1.559, -0.102], [0.450, 1.666, -1.047], [1.062, -0.617, 0.739], [-0.309, -0.375, -0.259]], "nbo_charge": [-1.05, 0.09, 0.52, -0.82, -0.68, 0.10, 0.39, 0.45], "homo_energy_ev": -3.08, "spin_multiplicity": 1, "homo_lumo_gap_ev": 7.181, "molar_mass_da": 78.1, "total_charge": -1, "lumo_energy_ev": 4.10}

***

two | {"formula": "CH4NOS", "method": "ωB97M-V with the def2-TZVPD basis set", "elements": ["C", "N", "O", "S", "H", "H", "H", "H"], "positions_angstrom": [[-0.091, 0.948, 0.342], [0.377, -0.435, 0.289], [1.222, -0.637, -1.158], [-0.811, -1.639, 0.201], [-0.927, 1.069, -0.487], [-0.375, 1.221, 1.471], [0.749, 1.663, 0.224], [-0.145, -2.190, -0.881]], "nbo_charge": [-0.43, -0.44, -0.82, -0.01, 0.16, 0.16, 0.20, 0.18], "homo_energy_ev": -2.52, "spin_multiplicity": 1, "homo_lumo_gap_ev": 6.462, "smiles": "CN([O-])S", "molar_mass_da": 78.1, "total_charge": -1, "lumo_energy_ev": 3.94}

***

Which of them is most stable, and which least? Most stable: one; least stable: two.

***

one | {"formula": "C4H12Si2", "method": "ωB97M-V with the def2-TZVPD basis set", "elements": ["C", "C", "C", "C", "Si", "Si", "H", "H", "H", "H", "H", "H", "H", "H", "H", "H", "H", "H"], "positions_angstrom": [[1.632, -1.653, -0.043], [-0.606, 3.004, -2.793], [1.083, 0.008, 2.710], [-1.223, -1.630, 1.424], [-0.965, 1.319, -3.087], [0.589, -1.104, 1.253], [1.268, -2.275, -0.843], [2.658, -1.349, -0.145], [-0.507, 3.402, -1.798], [-0.429, 3.713, -3.584], [1.974, -0.381, 3.197], [1.319, 1.014, 2.372], [0.301, 0.087, 3.464], [-1.540, -2.161, 0.531], [-1.365, -2.297, 2.271], [-1.881, -0.776, 1.559], [-1.103, 0.765, -4.428], [-1.203, 0.312, -2.061]], "nbo_charge": [-1.17, -1.07, -1.12, -1.12, 0.95, 1.48, 0.23, 0.23, 0.23, 0.23, 0.25, 0.25, 0.24, 0.25, 0.25, 0.24, -0.17, -0.16], "homo_energy_ev": -8.02, "spin_multiplicity": 1, "homo_lumo_gap_ev": 8.532, "smiles": "C=[Si](C)C.C=[SiH2]", "molar_mass_da": 116.3, "total_charge": 0, "lumo_energy_ev": 0.52}

***

two | {"formula": "C4H12Si2", "method": "ωB97M-V with the def2-TZVPD basis set", "elements": ["C", "C", "C", "C", "Si", "Si", "H", "H", "H", "H", "H", "H", "H", "H", "H", "H", "H", "H"], "positions_angstrom": [[-0.665, -0.836, 0.065], [0.028, 0.240, -0.173], [2.247, -1.152, 0.304], [1.630, 0.155, -0.187], [-2.597, -0.709, 0.010], [-0.468, 2.001, -0.096], [-0.290, -1.869, 0.172], [1.844, -1.500, 1.223], [2.190, -1.921, -0.461], [3.321, -1.119, 0.536], [2.011, 0.611, -1.182], [1.865, 0.959, 0.578], [-2.959, -2.186, 0.014], [-2.826, 0.150, -1.193], [-3.537, -0.471, 1.132], [-1.878, 1.911, -0.341], [0.224, 3.100, -0.781], [-0.429, 2.279, 1.375]], "nbo_charge": [-0.57, -0.40, -0.63, -0.43, 0.80, 0.87, 0.23, 0.22, 0.21, 0.22, 0.22, 0.20, -0.17, -0.15, -0.15, -0.18, -0.13, -0.15], "homo_energy_ev": -9.80, "spin_multiplicity": 1, "homo_lumo_gap_ev": 10.579, "smiles": "CC/C([SiH3])=C/[SiH3]", "molar_mass_da": 116.3, "total_charge": 0, "lumo_energy_ev": 0.78}

***

Which of them is most stable, and which least? Most stable: two; least stable: one.

***

one | {"formula": "C7H10", "method": "ωB97M-V with the def2-TZVPD basis set", "elements": ["C", "C", "C", "C", "C", "C", "C", "H", "H", "H", "H", "H", "H", "H", "H", "H", "H"], "positions_angstrom": [[1.225, -1.606, 2.256], [0.560, -1.096, 1.386], [0.831, 1.759, -0.855], [0.586, 1.210, 0.277], [0.356, -1.005, -1.034], [-1.518, -0.031, 0.518], [-0.016, -0.326, 0.332], [1.483, -1.917, 3.263], [1.243, 2.762, -0.860], [0.595, 1.397, -1.792], [0.784, 1.802, 1.226], [-0.573, -0.904, -1.837], [1.248, -0.459, -1.410], [0.626, -2.057, -0.819], [-1.736, 0.962, 0.180], [-2.153, -0.751, 0.096], [-1.553, 0.086, 1.634]], "mulliken_spin": [0.57, 0.35, 0.46, 0.39, 0.05, 0.21, -0.09, -0.01, 0.02, 0.03, 0.03, 0.00, -0.01, 0.01, 0.03, -0.01, -0.04], "homo_energy_ev": [-3.48, -8.87], "spin_multiplicity": 3, "homo_lumo_gap_ev": [4.476, 4.860], "s2": 2.019, "molar_mass_da": 94.2, "total_charge": 0, "lumo_energy_ev": [1.00, -4.01]}

***

two | {"formula": "C7H10", "method": "ωB97M-V with the def2-TZVPD basis set", "elements": ["C", "C", "C", "C", "C", "C", "C", "H", "H", "H", "H", "H", "H", "H", "H", "H", "H"], "positions_angstrom": [[0.953, -0.193, -0.390], [3.424, -0.045, -0.692], [-2.593, 0.002, -0.610], [-2.608, -0.689, 0.708], [-0.212, -0.803, -0.318], [-1.362, 0.042, 0.215], [3.758, -0.463, 0.650], [0.952, 0.806, -0.102], [-2.492, -0.484, -1.569], [-3.325, 0.807, -0.633], [-2.831, -0.005, 1.517], [-2.602, -1.758, 0.973], [-0.341, -1.739, -0.812], [-0.959, 0.947, 0.665], [3.024, -0.249, 1.550], [4.751, -0.400, 1.025], [3.438, -1.509, 0.626]], "mulliken_spin": [0.70, 1.00, 0.00, 0.01, 0.00, 0.05, 0.00, 0.04, 0.00, 0.00, 0.00, 0.00, 0.03, -0.01, 0.09, 0.01, 0.07], "homo_energy_ev": [-7.45, -9.20], "spin_multiplicity": 3, "homo_lumo_gap_ev": [7.701, 7.969], "s2": 2.045, "molar_mass_da": 94.2, "total_charge": 0, "lumo_energy_ev": [0.26, -1.23]}

***

three | {"formula": "C7H10", "method": "ωB97M-V with the def2-TZVPD basis set", "elements": ["C", "C", "C", "C", "C", "C", "C", "H", "H", "H", "H", "H", "H", "H", "H", "H", "H"], "positions_angstrom": [[0.398, -0.164, 1.396], [-0.474, -0.108, 0.309], [-1.675, 0.286, 0.263], [1.030, 0.070, 0.037], [-2.571, -0.576, 1.086], [1.745, 1.382, -0.371], [1.586, -0.913, -1.010], [-2.208, 0.911, -0.352], [-1.897, -1.123, 1.730], [-3.203, -1.389, 0.523], [-3.333, 0.018, 1.709], [1.701, 1.568, -1.498], [2.714, 1.222, -0.029], [1.310, 2.246, 0.217], [1.427, -0.495, -2.050], [0.860, -1.779, -1.082], [2.589, -1.159, -0.879]], "mulliken_spin": [1.25, -0.12, 0.46, 0.24, 0.00, 0.04, 0.03, 0.03, 0.00, 0.03, 0.02, 0.00, 0.00, 0.00, 0.01, 0.00, 0.00], "homo_energy_ev": [-7.07, -9.71], "spin_multiplicity": 3, "homo_lumo_gap_ev": [8.042, 8.314], "s2": 2.031, "molar_mass_da": 94.2, "total_charge": 0, "lumo_energy_ev": [0.97, -1.40]}

***

Which of them is most stable, and which least? Most stable: three; least stable: two.

***

one | {"formula": "C6H12S2", "method": "ωB97M-V with the def2-TZVPD basis set", "elements": ["C", "C", "C", "C", "C", "C", "H", "H", "H", "H", "H", "H", "H", "H", "H", "H", "H", "H", "S", "S"], "positions_angstrom": [[1.235, -0.474, 0.367], [1.232, 0.914, -0.246], [-0.051, 1.716, -0.003], [-1.315, 0.925, -0.273], [-1.286, -0.493, 0.347], [-0.042, -1.259, -0.026], [3.539, -0.560, 0.020], [1.331, -0.418, 1.467], [1.386, 0.821, -1.330], [2.162, 1.406, 0.109], [-0.066, 2.607, -0.652], [-0.094, 2.063, 1.033], [-2.223, 1.429, 0.062], [-1.365, 0.844, -1.361], [-1.360, -0.499, 1.438], [-2.708, -2.586, 0.202], [-0.148, -1.392, -1.114], [-0.069, -2.263, 0.419], [2.671, -1.464, -0.235], [-2.828, -1.317, -0.226]], "nbo_charge": [-0.30, -0.42, -0.40, -0.42, -0.29, -0.44, 0.10, 0.21, 0.21, 0.21, 0.22, 0.20, 0.22, 0.21, 0.21, 0.13, 0.22, 0.22, -0.03, -0.06], "homo_energy_ev": -9.08, "spin_multiplicity": 1, "homo_lumo_gap_ev": 9.949, "smiles": "S[C@@H]1CCC[C@H](S)C1", "molar_mass_da": 148.3, "total_charge": 0, "lumo_energy_ev": 0.87}

***

two | {"formula": "C6H12S2", "method": "ωB97M-V with the def2-TZVPD basis set", "elements": ["C", "C", "C", "C", "C", "C", "H", "H", "H", "H", "H", "H", "H", "H", "H", "H", "H", "H", "S", "S"], "positions_angstrom": [[-3.170, -1.279, -0.587], [-2.126, -0.394, 0.134], [-0.256, 1.816, -0.194], [0.616, 1.562, 0.725], [2.241, -0.360, -0.095], [2.639, -1.881, -0.187], [-2.706, -1.931, -1.323], [-3.694, -1.853, 0.164], [-3.911, -0.575, -1.133], [-2.650, 0.395, 0.735], [-1.400, -0.901, 0.800], [-0.418, 2.820, -0.526], [0.943, 2.504, 1.299], [3.153, 0.258, -0.082], [1.746, -0.104, -1.008], [1.859, -2.457, -0.606], [3.559, -2.030, -0.802], [2.849, -2.305, 0.765], [-1.131, 0.579, -1.100], [1.194, 0.008, 1.284]], "nbo_charge": [-0.62, -0.50, -0.34, -0.37, -0.54, -0.60, 0.21, 0.22, 0.22, 0.21, 0.23, 0.22, 0.22, 0.21, 0.22, 0.21, 0.21, 0.21, 0.16, 0.23], "homo_energy_ev": -8.36, "spin_multiplicity": 1, "homo_lumo_gap_ev": 9.181, "smiles": "CCS/C=C\\SCC", "molar_mass_da": 148.3, "total_charge": 0, "lumo_energy_ev": 0.82}

***

Which of them is most stable, and which least? Most stable: one; least stable: two.